Entry 1:
This record from the OMol25 dataset describes a single C2HFN2O2 molecule at a distorted geometry. The level of theory is the ωB97M-V functional and the def2-TZVPD basis.

Positions of all 8 atoms, in Å:
O 1.07933 -2.50857 -0.07814
C 0.32897 -1.63291 -0.01085
C -0.29408 -0.47247 0.05175
O -1.66033 -0.43014 0.03936
N 0.58964 0.52106 0.04294
N 0.45991 1.73607 0.03210
F 1.67061 2.36544 -0.05301
H -2.17404 0.42153 -0.02415

Results
Spin multiplicity = 1
E_HOMO = -9.16 eV
SMILES = O=C=C(O)/N=N/F
Energy relative to the best compared isomer or geometry (same formula, charge and spin) = 439.0 kJ/mol

Entry 2:
This record from the OMol25 dataset describes a molecular structure, C42H50BClN4O4P2ReS2Se2 at a distorted geometry. The level of theory is the ωB97M-V functional and the def2-TZVPD basis.

Positions of all 109 atoms, in Å:
Re 0.11051 0.34699 0.57711
O 1.56068 -2.55420 -3.28772
C 2.93143 -2.86122 -3.22767
C 3.38451 -2.93270 -1.76054
C 4.85732 -3.38022 -1.78621
O 5.43656 -3.55346 -0.50923
C 3.27752 -1.52051 -1.14005
Se 2.00744 -1.42372 0.37320
C 2.59045 -3.98848 -0.96965
Se 0.86748 -3.32220 -0.34527
H 1.35238 -1.99390 -4.04745
H 3.53004 -2.09975 -3.73968
H 3.13461 -3.82638 -3.71207
H 5.44285 -2.67572 -2.39037
H 4.92168 -4.35902 -2.26448
H 5.44424 -2.71266 -0.04048
H 2.98334 -0.80501 -1.90094
H 4.22075 -1.18445 -0.70520
H 3.16013 -4.29951 -0.09470
H 2.39689 -4.86143 -1.59412
C -7.20602 2.15569 2.44784
S -7.27221 0.36725 2.67014
C -6.62046 -0.15769 1.06251
C -5.19695 0.29361 0.76559
C -4.20290 -0.25599 1.78042
N -2.79615 -0.02268 1.44842
P -1.90412 1.39424 1.19049
C -2.87061 2.45782 0.06432
C -2.90231 2.09450 -1.28293
C -3.66768 2.81709 -2.18642
C -4.39907 3.91487 -1.75452
C -4.36103 4.29162 -0.41919
C -3.60163 3.56648 0.48708
C -1.84611 2.32530 2.73887
C -1.32694 3.62080 2.74087
C -1.07450 4.26945 3.93728
C -1.32755 3.62511 5.14163
C -1.82666 2.33342 5.14628
C -2.08346 1.68243 3.94839
P -1.57992 -1.21902 1.30657
C -1.42393 -2.04905 2.91852
C -0.14481 -2.27389 3.41937
C 0.04113 -2.87149 4.65757
C -1.05484 -3.25452 5.41132
C -2.33745 -3.04759 4.91974
C -2.52130 -2.45618 3.68171
C -2.34140 -2.47281 0.23544
C -2.48324 -3.80316 0.62168
C -3.01221 -4.73215 -0.26300
C -3.39335 -4.33978 -1.53710
C -3.24142 -3.01700 -1.93250
C -2.71482 -2.08832 -1.05239
H -7.68972 2.60404 3.31303
H -7.74804 2.45003 1.54945
H -6.18116 2.52110 2.39734
H -7.29598 0.20917 0.28716
H -6.69093 -1.24787 1.06470
H -5.16612 1.38049 0.73515
H -4.91743 -0.05750 -0.23245
H -4.33921 -1.34157 1.79789
H -4.43141 0.11582 2.78310
H -2.32289 1.24279 -1.61883
H -3.68970 2.52135 -3.22690
H -4.99756 4.47850 -2.45832
H -4.92854 5.14872 -0.08091
H -3.58774 3.85765 1.52986
H -1.10549 4.12005 1.80350
H -0.66278 5.27026 3.93274
H -1.10951 4.12285 6.07646
H -1.98406 1.81426 6.08102
H -2.42291 0.65387 3.95862
H 0.72045 -1.96088 2.85308
H 1.04342 -3.01349 5.03630
H -0.91416 -3.71019 6.38257
H -3.19904 -3.34624 5.50231
H -3.53188 -2.31803 3.32111
H -2.16799 -4.11937 1.60715
H -3.12051 -5.76398 0.04368
H -3.79911 -5.06727 -2.22781
H -3.50890 -2.71316 -2.93543
H -2.55158 -1.06962 -1.37623
N 2.17628 6.99978 -1.10553
C 2.66310 6.23998 -0.09186
S 3.72749 6.81733 1.00886
C 2.12018 4.84287 -0.03086
C 2.75401 3.87646 0.74260
C 2.23847 2.59588 0.79192
N 1.12588 2.23133 0.13136
C 0.50256 3.16866 -0.60410
C 0.96383 4.46160 -0.71712
H 2.60401 7.90550 -1.21986
H 1.81221 6.56721 -1.93748
H 3.64242 4.12687 1.30339
H 2.70819 1.82976 1.39312
H -0.41240 2.86052 -1.09314
H 0.37353 5.16169 -1.29033
B 1.53968 0.87460 5.09258
C 1.09027 0.72009 3.59193
N 0.73662 0.59262 2.49441
H 2.57607 0.26300 5.23360
H 0.64073 0.41108 5.76548
H 1.68187 2.06051 5.29953
Cl 2.31859 0.59236 -4.23916
C 1.35146 0.95830 -2.78889
C 0.07872 0.11886 -2.65487
O -0.44387 -0.35787 -3.64155
O -0.43019 0.07870 -1.46789
H 1.05289 1.99998 -2.89448
H 1.98922 0.86332 -1.91510

Results
Spin multiplicity = 2
E_HOMO (spin up / spin down) = -7.43 / -7.09 eV
Energy relative to the best compared isomer or geometry (same formula, charge and spin) = 17.5 kJ/mol

Entry 3:
This record from the OMol25 dataset describes 3 unconnected molecules or ions with the total composition C19H25BrNO10 at a distorted geometry. The level of theory is the ωB97M-V functional and the def2-TZVPD basis.

Positions of all 56 atoms, in Å:
O -0.63655 1.92890 6.21012
C -0.56556 0.75452 6.17885
Br -0.75988 -0.25575 7.88385
C -0.35815 -0.09524 4.85881
N -0.68502 0.65152 3.64196
C -0.52535 -0.18196 2.44816
O 0.38011 -0.17966 1.65607
C -1.83206 -1.02053 2.46220
C -2.13659 -2.35441 1.97653
O -1.16858 -3.10645 1.34195
C -3.51785 -2.83794 2.21445
C -4.51677 -1.97659 2.88089
C -4.20273 -0.60933 3.37622
C -5.25843 0.29927 4.08009
O -6.45846 0.06722 3.78928
O -4.94932 1.25159 4.88580
C -2.83260 -0.15604 3.16710
C -2.06982 1.16222 3.54662
O -2.44663 2.26437 3.74088
H -0.95071 -1.04242 5.00418
H 0.72615 -0.40122 4.81806
H -0.46794 -2.51318 1.00841
H -3.80098 -3.85062 1.85207
H -5.54114 -2.39691 3.02707
C -2.92968 0.71378 -3.86103
O -1.65752 1.26984 -3.57204
C -1.42828 1.40206 -2.17009
C -0.50986 0.30830 -1.65412
O -1.14384 -0.96762 -1.70626
C -0.68817 -1.75440 -2.79354
H -2.96080 0.47443 -4.92491
H -3.10978 -0.20199 -3.29325
H -3.71548 1.44464 -3.64418
H -2.37321 1.41212 -1.61837
H -0.93981 2.37015 -2.01882
H -0.28404 0.50690 -0.60258
H 0.43686 0.29758 -2.20500
H 0.33539 -2.09643 -2.60528
H -0.72496 -1.20167 -3.73628
H -1.33773 -2.62686 -2.87596
C 6.78478 0.47918 -2.37952
O 6.10612 1.45143 -3.15751
C 5.16907 0.86957 -4.05859
C 3.74585 1.01471 -3.54692
O 3.53163 0.22344 -2.38393
C 3.53317 0.99707 -1.19216
H 7.34014 0.99866 -1.59800
H 6.08959 -0.21828 -1.90673
H 7.49475 -0.07179 -3.00552
H 5.41062 -0.18076 -4.24994
H 5.25901 1.41351 -5.00477
H 3.05771 0.64489 -4.31414
H 3.50382 2.06492 -3.35628
H 2.62214 1.60172 -1.13986
H 4.41103 1.64557 -1.13129
H 3.54629 0.31402 -0.34272

Results
Spin multiplicity = 1
E_HOMO = -4.52 eV
Energy relative to the best compared isomer or geometry (same formula, charge and spin) = 210.0 kJ/mol
Total charge = -1

Entry 4:
This record from the OMol25 dataset describes a molecular structure, C32H33As2N7O3RuS2 at a distorted geometry. The level of theory is the ωB97M-V functional and the def2-TZVPD basis.

Positions of all 80 atoms, in Å:
Ru -0.10854 0.39056 -0.11054
N -3.39029 -1.47411 2.08950
C -2.28682 -1.16230 1.39072
S -1.46445 0.35144 1.79812
N -1.82404 -1.92359 0.45468
N -0.77972 -1.48741 -0.23174
C -0.10778 -2.33034 -1.03902
C -0.54816 -3.71604 -1.21052
C 0.32044 -4.78332 -0.98047
C -0.11910 -6.08051 -1.15736
C -1.41859 -6.32562 -1.57185
C -2.28795 -5.27023 -1.79915
C -1.86228 -3.97105 -1.60653
C 1.02782 -1.78041 -1.68925
C 1.90516 -2.50107 -2.53363
C 3.02209 -1.88910 -3.03993
C 3.25374 -0.53402 -2.75551
C 2.32942 0.14038 -1.98676
N 1.25943 -0.44483 -1.45496
H -3.59771 -0.96073 2.92992
H -3.81178 -2.37749 1.94268
H 1.32640 -4.59544 -0.63307
H 0.54700 -6.90653 -0.96164
H -1.75027 -7.34124 -1.71520
H -3.29763 -5.46635 -2.12636
H -2.53165 -3.14691 -1.79650
H 1.69678 -3.53677 -2.74647
H 3.72559 -2.43770 -3.64495
H 4.12344 -0.02615 -3.13515
H 2.44452 1.20198 -1.77176
C -0.95872 4.29599 -0.67386
As 0.21885 2.85178 -0.05540
C 1.89957 3.75079 -0.58022
C 0.33925 3.12260 1.87224
C -0.34634 4.13517 2.52955
C -0.23703 4.28916 3.90176
C 0.58176 3.44023 4.62576
C 1.26258 2.42312 3.97922
C 1.13069 2.23751 2.60965
As 2.08933 0.80627 1.67749
C 3.89312 1.58585 2.01420
C 2.14325 -0.64973 2.99260
H -0.49800 5.26224 -0.44978
H -1.95133 4.24702 -0.22701
H -1.06567 4.20827 -1.75873
H 1.98702 4.68494 -0.01788
H 1.87098 3.98949 -1.64713
H 2.77466 3.12955 -0.37668
H -0.98301 4.80399 1.96512
H -0.78644 5.07275 4.40075
H 0.69427 3.56969 5.69124
H 1.90873 1.76603 4.55057
H 4.05211 1.68128 3.08850
H 3.94781 2.57769 1.56530
H 4.67468 0.95723 1.58718
H 2.57592 -0.33259 3.94112
H 2.75285 -1.46247 2.58773
H 1.13250 -1.02536 3.16030
O -6.74826 -1.10477 -6.18808
S -7.98576 -0.46295 -5.85356
O -8.68102 0.22637 -6.89698
O -8.75266 -1.03513 -4.77250
C -7.40041 0.98035 -4.75712
N -8.27960 1.90586 -4.57643
C -7.96326 2.81228 -3.64558
C -6.78427 2.70870 -2.93106
C -5.90652 1.65622 -3.24526
N -6.25757 0.77731 -4.21130
C -4.62252 1.43792 -2.61436
C -3.62949 0.69696 -3.27095
C -2.40198 0.53289 -2.66899
N -2.10676 1.03832 -1.46714
C -3.06809 1.69869 -0.81514
C -4.31828 1.92824 -1.33734
H -8.67920 3.60757 -3.49858
H -6.53165 3.43664 -2.17719
H -3.83722 0.27727 -4.24053
H -1.60622 -0.00707 -3.16698
H -2.82043 2.05930 0.18061
H -5.05397 2.45170 -0.75076

Results
Spin multiplicity = 2
E_HOMO (spin up / spin down) = -9.87 / -9.87 eV
Total charge = +1